Molecular formula: C5H8NO
Method: DFT, ωB97M-V/def2-TZVPD

## Properties
Total charge: +1
HOMO-LUMO gap (spin up / spin down) in eV: 7.4661 / 7.1579
HOMO (spin up / spin down) in eV: -14.92 / -14.86
Lowest unoccupied orbital energy (spin up / spin down) in Ha: -0.2739 / -0.2829

XYZ file:
```
15
C5H8NO | the OMol25 dataset | ωB97M-V/def2-TZVPD
C -0.522 -0.822 -0.589
H 2.737 1.124 1.182
N 1.494 0.404 -0.181
H 3.601 0.796 -0.226
C -2.754 0.288 0.127
H 2.871 -0.593 0.954
O -0.564 1.121 0.625
C 2.735 0.334 0.385
H -3.149 0.246 1.051
C 0.842 -0.612 -0.596
C -1.276 0.246 0.123
H -3.197 -0.597 -0.329
H 1.340 -1.477 -1.038
H -3.155 1.248 -0.368
H -1.004 -1.705 -1.119
```

For each atom in turn, the natural (NBO) charge in e is:
1. C -0.10
2. H 0.31
3. N -0.02
4. H 0.32
5. C -0.71
6. H 0.24
7. O -0.37
8. C -0.52
9. H 0.27
10. C 0.00
11. C 0.51
12. H 0.24
13. H 0.27
14. H 0.29
15. H 0.27



Molecular formula: C5H8NO
Method: DFT, ωB97M-V/def2-TZVPD

## Properties
Total charge: +1
HOMO-LUMO gap in eV: 8.6976
HOMO in eV: -15.91
SMILES string: O=[N+]1CC12CCC2
Lowest unoccupied orbital energy in Ha: -0.2652

XYZ file:
```
15
C5H8NO | the OMol25 dataset | ωB97M-V/def2-TZVPD
H 1.879 -1.274 0.262
H -0.206 0.424 1.592
O 1.003 2.090 -2.054
H 1.366 1.054 1.010
H 0.554 -0.972 -1.737
H -0.897 -1.512 -0.852
C 0.836 -1.160 0.521
N 0.211 1.687 -1.270
H -1.244 2.548 -0.121
C -1.066 1.808 -0.809
C -0.089 0.689 -0.397
H 0.373 -1.779 1.330
H -1.955 1.531 -1.387
C 0.581 0.364 0.881
C -0.004 -0.921 -0.812
```

For each atom in turn, the natural (NBO) charge in e is:
1. H 0.24
2. H 0.25
3. O -0.05
4. H 0.24
5. H 0.24
6. H 0.25
7. C -0.39
8. N 0.34
9. H 0.27
10. C -0.28
11. C 0.07
12. H 0.25
13. H 0.29
14. C -0.39
15. C -0.32



Molecular formula: C5H8NO2
Method: DFT, ωB97M-V/def2-TZVPD

## Properties
Total charge: -1
HOMO-LUMO gap in eV: 4.2389
HOMO in eV: -1.69
Lowest unoccupied orbital energy in Ha: 0.0936

XYZ file:
```
16
C5H8NO2 | the OMol25 dataset | ωB97M-V/def2-TZVPD
H -0.187 -1.601 -0.718
H -1.258 -0.728 -2.717
H -1.162 -0.724 1.810
H -1.400 0.836 2.505
C 0.335 0.050 -1.985
H 0.206 1.659 -0.465
C -0.166 0.658 -0.746
H -1.191 0.571 -0.489
H 1.533 -0.933 -0.351
O 1.726 0.314 1.671
C -0.703 0.278 1.894
O 0.269 -0.046 3.489
C 0.656 0.206 2.289
H 1.245 0.517 -2.392
C 0.556 -0.800 -0.760
N -0.460 -0.257 -3.035
```

For each atom in turn, the natural (NBO) charge in e is:
1. H 0.19
2. H 0.27
3. H 0.21
4. H 0.22
5. C -0.05
6. H 0.22
7. C -0.49
8. H 0.19
9. H 0.22
10. O -0.63
11. C -0.20
12. O -0.58
13. C 0.68
14. H 0.17
15. C -0.45
16. N -0.95



Molecular formula: C5H8NO2
Method: DFT, ωB97M-V/def2-TZVPD

## Properties
Total charge: -1
HOMO-LUMO gap in eV: 8.0696
HOMO in eV: -4.19
Lowest unoccupied orbital energy in Ha: 0.1426

XYZ file:
```
16
C5H8NO2 | the OMol25 dataset | ωB97M-V/def2-TZVPD
C 2.113 0.282 -0.832
O 2.470 0.195 -2.029
C 1.133 -0.831 -0.373
N -2.386 -0.575 1.577
C -0.290 -0.392 -0.761
O 2.417 1.149 0.013
H -0.518 0.022 2.247
H -0.052 1.518 0.242
H -0.272 -0.065 -1.800
H -2.564 0.523 1.379
H 1.432 -1.728 -0.915
H -1.665 1.244 -0.323
C -0.808 0.740 0.140
C -1.257 0.123 1.441
H 1.230 -0.983 0.706
H -0.984 -1.221 -0.714
```

For each atom in turn, the natural (NBO) charge in e is:
1. C 0.76
2. O -0.79
3. C -0.52
4. N -0.67
5. C -0.38
6. O -0.80
7. H 0.15
8. H 0.26
9. H 0.22
10. H 0.36
11. H 0.21
12. H 0.20
13. C -0.50
14. C 0.13
15. H 0.19
16. H 0.19



Molecular formula: C5H8NO2
Method: DFT, ωB97M-V/def2-TZVPD

## Properties
Total charge: -1
HOMO-LUMO gap in eV: 7.8404
HOMO in eV: -3.84
SMILES string: O=C([O-])[C@@H]1CCCN1
Lowest unoccupied orbital energy in Ha: 0.1470

XYZ file:
```
16
C5H8NO2 | the OMol25 dataset | ωB97M-V/def2-TZVPD
N 1.176 0.266 0.439
H 2.020 -1.296 -0.584
C 1.184 -1.163 0.104
H 1.395 -1.921 0.901
C -0.514 0.015 -1.164
O -1.923 2.510 0.963
C -0.183 -1.414 -0.594
C -0.125 1.032 0.042
H 1.368 0.368 1.477
C -1.087 1.627 1.101
O -0.731 1.186 2.233
H -1.588 0.255 -1.165
H 0.337 1.986 -0.406
H -0.042 0.149 -2.099
H -0.182 -2.122 -1.424
H -1.106 -1.479 0.177
```

For each atom in turn, the natural (NBO) charge in e is:
1. N -0.67
2. H 0.16
3. C -0.23
4. H 0.17
5. C -0.42
6. O -0.75
7. C -0.43
8. C -0.13
9. H 0.39
10. C 0.72
11. O -0.81
12. H 0.21
13. H 0.19
14. H 0.19
15. H 0.19
16. H 0.21



Molecular formula: C5H8NO2
Method: DFT, ωB97M-V/def2-TZVPD

## Properties
Total charge: -1
HOMO-LUMO gap in eV: 7.7554
HOMO in eV: -3.85
SMILES string: O=C([O-])[C@@H]1CCCN1
Lowest unoccupied orbital energy in Ha: 0.1434

XYZ file:
```
16
C5H8NO2 | the OMol25 dataset | ωB97M-V/def2-TZVPD
H 0.084 1.462 -0.711
O -1.388 -0.686 -2.476
H 0.961 -1.038 -1.509
N -0.912 0.276 0.801
C 0.297 0.158 1.632
C -1.497 0.331 -1.770
H 0.633 1.072 2.137
H 2.253 0.282 0.490
H -0.160 -1.535 -0.468
H 0.209 -0.683 2.302
H -1.563 0.975 1.123
C 0.507 -0.663 -0.594
H 1.910 -1.331 0.923
C -0.449 0.501 -0.569
O -2.305 1.282 -1.897
C 1.421 -0.404 0.586
```

For each atom in turn, the natural (NBO) charge in e is:
1. H 0.15
2. O -0.77
3. H 0.23
4. N -0.64
5. C -0.23
6. C 0.77
7. H 0.16
8. H 0.18
9. H 0.23
10. H 0.17
11. H 0.36
12. C -0.43
13. H 0.18
14. C -0.16
15. O -0.79
16. C -0.41



Molecular formula: C5H8NO2
Method: DFT, ωB97M-V/def2-TZVPD

## Properties
Total charge: +1
HOMO-LUMO gap in eV: 10.6014
HOMO in eV: -13.98
SMILES string: C1=C[N@H+]2CCO[C@H]2O1
Lowest unoccupied orbital energy in Ha: -0.1242

XYZ file:
```
16
C5H8NO2 | the OMol25 dataset | ωB97M-V/def2-TZVPD
H -0.685 0.527 1.917
C 0.209 0.781 -1.387
O 1.745 -0.819 -1.175
C 1.473 -0.258 0.386
C -0.758 0.159 0.846
O 1.037 -1.212 1.134
H 0.598 1.732 0.283
H -0.401 -1.610 -0.327
H -0.730 -1.974 1.573
H 0.909 -0.226 -3.079
C -0.338 -1.342 0.757
H -1.682 0.396 0.344
H -0.473 1.415 -2.021
H 2.520 0.092 0.702
N 0.374 0.733 0.087
C 0.960 -0.140 -1.934
```

For each atom in turn, the natural (NBO) charge in e is:
1. H 0.25
2. C -0.28
3. O -0.48
4. C 0.51
5. C -0.25
6. O -0.42
7. H 0.47
8. H 0.23
9. H 0.26
10. H 0.25
11. C -0.12
12. H 0.26
13. H 0.28
14. H 0.26
15. N -0.42
16. C 0.19



Molecular formula: C5H8NO2
Method: DFT, ωB97M-V/def2-TZVPD

## Properties
Total charge: +1
HOMO-LUMO gap (spin up / spin down) in eV: 6.1842 / 6.1869
HOMO (spin up / spin down) in eV: -11.93 / -11.93
Lowest unoccupied orbital energy (spin up / spin down) in Ha: -0.2111 / -0.2110

XYZ file:
```
16
C5H8NO2 | the OMol25 dataset | ωB97M-V/def2-TZVPD
C -0.906 1.404 0.522
H 1.352 -1.070 -1.571
H -0.243 2.373 -1.039
C -0.592 1.240 -0.861
C 0.218 -1.504 0.226
H -1.440 0.856 -1.618
H -2.699 2.142 0.501
H -0.054 1.169 1.109
H -0.379 -1.081 -1.786
N 1.255 -1.551 1.024
C 2.009 -1.313 1.892
O 0.571 0.527 -1.107
C 0.475 -0.868 -1.109
O -2.022 1.721 1.113
H 2.926 -1.645 2.210
H -0.471 -2.401 0.495
```

For each atom in turn, the natural (NBO) charge in e is:
1. C 0.49
2. H 0.22
3. H 0.31
4. C -0.22
5. C -0.28
6. H 0.26
7. H 0.54
8. H 0.23
9. H 0.18
10. N -0.22
11. C 0.15
12. O -0.50
13. C -0.10
14. O -0.53
15. H 0.23
16. H 0.25



Molecular formula: C5H8NO2
Method: DFT, ωB97M-V/def2-TZVPD

## Properties
Total charge: +1
HOMO-LUMO gap in eV: 9.3261
HOMO in eV: -14.06
Lowest unoccupied orbital energy in Ha: -0.1740

XYZ file:
```
16
C5H8NO2 | the OMol25 dataset | ωB97M-V/def2-TZVPD
H -1.359 -1.178 -0.910
H 1.096 -0.406 -1.527
H -0.083 0.538 1.829
O 0.631 2.163 -2.028
N 0.857 -1.287 -1.141
H 0.157 -0.842 2.978
C -1.146 2.091 -0.239
C 0.263 -0.435 1.960
H 0.759 -2.028 -1.807
C -0.210 1.986 -1.232
O -0.415 -1.211 0.918
C -0.797 -0.582 -0.169
C -0.704 0.794 -0.322
H 1.474 -1.659 -0.399
H 1.375 -0.648 1.811
H -1.897 2.705 0.280
```

For each atom in turn, the natural (NBO) charge in e is:
1. H 0.27
2. H 0.41
3. H 0.19
4. O -0.45
5. N -0.93
6. H 0.25
7. C -0.16
8. C -0.27
9. H 0.41
10. C 0.61
11. O -0.43
12. C 0.36
13. C -0.16
14. H 0.41
15. H 0.21
16. H 0.28



Molecular formula: C5H8NO2P
Method: DFT, ωB97M-V/def2-TZVPD

## Properties
HOMO-LUMO gap in eV: 9.1198
HOMO in eV: -8.42
SMILES string: CP[C@H]1C=C(O)N=C1O
Lowest unoccupied orbital energy in Ha: 0.0258

XYZ file:
```
17
C5H8NO2P | the OMol25 dataset | ωB97M-V/def2-TZVPD
H -0.137 0.562 1.403
H 0.554 -3.587 0.540
O 0.708 -3.562 -0.362
O -0.272 -0.048 -3.358
H -1.807 0.178 0.123
P -1.086 1.206 -0.505
H 1.157 0.728 -1.004
C 0.605 -2.253 -0.843
C 0.691 -1.124 -0.136
C 0.303 0.029 -0.935
H 0.965 -1.079 0.909
C 0.015 -0.716 -2.243
N 0.130 -1.976 -2.133
C -0.298 1.520 1.058
H -0.939 2.192 1.615
H -0.605 -0.675 -3.991
H 0.531 2.111 0.902
```

For each atom in turn, the natural (NBO) charge in e is:
1. H 0.23
2. H 0.48
3. O -0.67
4. O -0.65
5. H -0.06
6. P 0.63
7. H 0.26
8. C 0.46
9. C -0.38
10. C -0.60
11. H 0.21
12. C 0.59
13. N -0.54
14. C -0.92
15. H 0.23
16. H 0.50
17. H 0.22



Molecular formula: C5H8NOS
Method: DFT, ωB97M-V/def2-TZVPD

## Properties
Total charge: +1
HOMO-LUMO gap in eV: 9.4694
HOMO in eV: -13.71
SMILES string: O[C@@]1(S)C=CC=C[NH2+]1
Lowest unoccupied orbital energy in Ha: -0.1560

XYZ file:
```
16
C5H8NOS | the OMol25 dataset | ωB97M-V/def2-TZVPD
C -1.766 -0.801 -0.023
H 0.459 0.376 2.285
N 0.002 0.438 -1.124
C 0.852 0.327 0.131
S 1.912 -1.209 -0.090
H -1.568 -0.624 -2.141
O 1.608 1.471 0.106
H 0.606 0.212 -1.926
C 0.001 0.124 1.342
H 2.988 -0.543 -0.511
C -1.209 -0.433 1.263
H -0.257 1.435 -1.219
C -1.197 -0.403 -1.155
H -1.788 -0.626 2.150
H 2.014 1.665 0.961
H -2.657 -1.407 -0.048
```

For each atom in turn, the natural (NBO) charge in e is:
1. C -0.17
2. H 0.25
3. N -0.56
4. C 0.30
5. S -0.02
6. H 0.25
7. O -0.70
8. H 0.46
9. C -0.22
10. H 0.16
11. C -0.19
12. H 0.46
13. C -0.06
14. H 0.25
15. H 0.52
16. H 0.26



Molecular formula: C5H8NOS
Method: DFT, ωB97M-V/def2-TZVPD

## Properties
Total charge: +1
HOMO-LUMO gap in eV: 9.2277
HOMO in eV: -13.08
SMILES string: [NH3+][C@@H](S)c1ccco1
Lowest unoccupied orbital energy in Ha: -0.1415

XYZ file:
```
16
C5H8NOS | the OMol25 dataset | ωB97M-V/def2-TZVPD
H -1.160 0.970 -1.074
H 0.777 2.367 -1.172
H 1.911 1.360 -0.543
H 0.624 1.894 0.462
H 0.753 -1.549 -1.872
O -1.444 -0.141 1.037
C 0.134 -1.637 0.531
C -0.166 0.524 -0.925
N 0.816 1.556 -0.514
H -2.275 -1.092 2.703
S 0.759 -0.279 -2.315
H -0.321 -3.007 2.115
C -1.543 -1.143 1.856
C -0.624 -2.073 1.687
C -0.393 -0.429 0.191
H 1.034 -2.188 0.167
```

For each atom in turn, the natural (NBO) charge in e is:
1. H 0.28
2. H 0.45
3. H 0.48
4. H 0.46
5. H 0.17
6. O -0.39
7. C -0.24
8. C -0.21
9. N -0.71
10. H 0.23
11. S 0.01
12. H 0.26
13. C 0.15
14. C -0.32
15. C 0.14
16. H 0.25